No. 1
C4H11N3 | the ωB97M-V functional and the def2-TZVPD basis

```
18
Properties=species:S:1:pos:R:3:lowdin_charge:R:1
H -0.929 2.065 -0.725 0.052
N -0.720 1.952 0.269 0.083
C -0.357 0.786 0.578 -0.267
C -0.682 -0.573 -0.226 -0.460
C -2.133 -0.941 0.070 -0.070
N 0.205 -1.641 0.104 0.013
H -0.143 0.605 1.633 0.107
H -0.555 -0.332 -1.289 0.128
H -2.806 -0.154 -0.264 0.075
H -2.272 -1.086 1.140 0.078
H -2.384 -1.864 -0.444 0.077
H 1.191 -1.334 -0.019 0.027
H 0.071 -1.932 1.069 0.074
C 2.163 1.194 -0.141 -0.139
N 2.512 -0.010 -0.377 0.011
H 2.068 1.972 -0.901 0.079
H 2.170 1.523 0.893 0.071
H 2.599 -0.229 -1.370 0.060
```

The energy relative to the best compared isomer or geometry (same formula, charge and spin) is 259.8 kJ/mol. For the frontier orbital gap, the calculation gives 9.65 eV. Its net charge is 0. The electronic energy comes out at -8794.9267 eV. The value obtained for the HOMO energy is -8.748 eV. The lowest unoccupied orbital energy comes out at 0.90 eV. As for the largest force on an atom: 0.0573 Eh/bohr. The SMILES is [H]/N=C\[C@H](C)N.C=N.

---

No. 2
C51H98Cl2N2O8P | the ωB97M-V functional and the def2-TZVPD basis

```
162
Properties=species:S:1:pos:R:3:lowdin_charge:R:1
C 2.895 -1.842 4.316 -0.099
C 1.590 -2.488 3.842 -0.238
C 1.760 -3.993 3.526 -0.205
C 1.573 -4.302 2.039 -0.209
C 0.102 -4.201 1.585 -0.185
C -0.245 -2.908 0.808 -0.195
C -1.493 -2.199 1.348 -0.196
C -1.548 -0.709 0.975 -0.225
C -2.160 0.159 2.070 -0.196
C -1.431 0.048 3.420 -0.199
C -1.313 1.398 4.142 -0.199
C -0.005 2.121 3.816 -0.205
C 1.105 1.789 4.815 -0.194
C 2.334 2.708 4.682 -0.195
C 3.633 1.977 4.295 -0.213
C 4.648 2.911 3.607 -0.182
C 5.010 2.466 2.167 -0.176
C 4.385 3.345 1.056 -0.122
C 3.460 2.497 0.150 -0.505
C 4.334 1.362 -0.447 -0.147
C 4.083 1.072 -1.919 -0.275
N 4.810 2.020 -2.770 0.010
O 2.839 3.163 -0.927 -0.314
P 1.568 4.168 -0.410 0.362
Cl 1.876 5.509 -2.145 0.144
C 0.234 3.230 -1.391 -0.279
C -1.037 3.800 -1.480 -0.105
C -2.039 3.089 -2.140 -0.095
C -1.768 1.839 -2.686 -0.171
N -0.553 1.282 -2.629 0.063
C 0.394 1.981 -2.002 -0.147
O 1.330 3.071 0.953 -0.284
C 2.287 2.106 1.073 -0.631
Cl 1.666 0.401 0.732 0.724
H 3.556 -1.642 3.475 0.074
H 3.420 -2.530 4.977 0.065
H 2.700 -0.909 4.835 0.040
H 1.258 -1.978 2.939 0.074
H 0.806 -2.356 4.584 0.087
H 2.782 -4.276 3.783 0.094
H 1.074 -4.602 4.110 0.100
H 1.903 -5.326 1.855 0.097
H 2.206 -3.641 1.449 0.109
H -0.089 -5.048 0.927 0.097
H -0.556 -4.301 2.447 0.092
H -0.428 -3.193 -0.228 0.090
H 0.607 -2.232 0.815 0.061
H -1.558 -2.347 2.426 0.086
H -2.353 -2.706 0.906 0.110
H -2.160 -0.610 0.076 0.105
H -0.558 -0.350 0.707 0.009
H -2.178 1.187 1.708 0.108
H -3.194 -0.171 2.191 0.108
H -2.001 -0.624 4.060 0.094
H -0.444 -0.381 3.245 0.093
H -2.143 2.017 3.804 0.102
H -1.391 1.250 5.220 0.094
H 0.304 1.782 2.824 0.078
H -0.130 3.198 3.738 0.115
H 1.365 0.731 4.768 0.090
H 0.666 1.942 5.805 0.101
H 2.103 3.451 3.921 0.101
H 2.509 3.204 5.636 0.106
H 4.055 1.509 5.182 0.107
H 3.350 1.171 3.615 0.078
H 5.573 2.872 4.183 0.096
H 4.279 3.932 3.622 0.101
H 4.674 1.439 2.065 0.093
H 6.091 2.490 2.063 0.104
H 3.839 4.150 1.539 0.088
H 5.154 3.815 0.446 0.124
H 5.369 1.694 -0.386 0.110
H 4.277 0.453 0.143 0.083
H 4.478 0.076 -2.125 0.110
H 3.021 1.036 -2.144 0.072
H 4.272 2.870 -2.879 0.057
H 4.982 1.605 -3.673 0.051
H 0.499 5.004 0.073 -0.009
H 2.463 5.009 0.298 -0.004
H -1.238 4.765 -1.031 0.092
H -3.042 3.493 -2.209 0.090
H -2.555 1.281 -3.174 0.091
H 1.364 1.517 -1.947 0.055
H 2.528 2.056 2.126 0.064
C -3.016 -3.026 7.190 -0.162
C -3.313 -4.296 6.401 -0.177
C -2.620 -4.004 5.076 -0.203
O -1.498 -3.174 5.386 -0.168
C -1.601 -2.702 6.730 -0.202
H -3.092 -3.155 8.269 0.107
H -3.700 -2.229 6.892 0.114
H -2.855 -5.153 6.892 0.101
H -4.376 -4.501 6.286 0.111
H -3.278 -3.457 4.391 0.117
H -2.268 -4.904 4.570 0.114
H -0.855 -3.224 7.341 0.118
H -1.378 -1.634 6.750 0.114
C -0.518 -1.854 -5.101 -0.167
C -0.138 -1.895 -3.626 -0.173
C -0.359 -3.363 -3.294 -0.206
O -0.086 -4.105 -4.494 -0.158
C 0.006 -3.196 -5.596 -0.213
H -0.091 -1.009 -5.639 0.113
H -1.605 -1.812 -5.207 0.113
H 0.915 -1.635 -3.503 0.117
H -0.720 -1.220 -3.006 0.085
H -1.397 -3.553 -3.000 0.116
H 0.296 -3.720 -2.498 0.106
H 1.059 -3.125 -5.894 0.117
H -0.567 -3.590 -6.438 0.101
C -0.857 5.420 -4.777 -0.176
C -0.411 6.496 -5.762 -0.167
C -1.593 6.552 -6.718 -0.207
O -2.754 6.219 -5.953 -0.146
C -2.349 5.694 -4.679 -0.204
H -0.351 5.472 -3.816 0.051
H -0.683 4.428 -5.201 0.121
H -0.298 7.452 -5.244 0.114
H 0.528 6.270 -6.265 0.112
H -1.487 5.818 -7.525 0.119
H -1.729 7.536 -7.165 0.087
H -2.564 6.446 -3.911 0.117
H -2.932 4.799 -4.459 0.102
C -0.922 -6.274 -8.017 -0.180
C -0.550 -7.056 -6.763 -0.168
C -1.350 -8.337 -6.948 -0.205
O -1.444 -8.555 -8.361 -0.147
C -1.015 -7.383 -9.057 -0.211
H -0.199 -5.504 -8.282 0.108
H -1.896 -5.797 -7.883 0.114
H 0.520 -7.276 -6.766 0.117
H -0.786 -6.537 -5.835 0.106
H -2.363 -8.234 -6.545 0.116
H -0.881 -9.205 -6.483 0.114
H -0.037 -7.584 -9.508 0.115
H -1.724 -7.162 -9.856 0.113
C 0.200 10.872 -7.629 -0.169
C 1.692 10.759 -7.927 -0.173
C 1.860 9.254 -8.082 -0.204
O 0.624 8.757 -8.604 -0.145
C -0.375 9.777 -8.517 -0.208
H -0.219 11.854 -7.845 0.109
H 0.009 10.643 -6.578 0.115
H 1.925 11.265 -8.867 0.111
H 2.329 11.176 -7.149 0.111
H 2.049 8.772 -7.118 0.117
H 2.667 8.987 -8.766 0.115
H -0.576 10.148 -9.528 0.116
H -1.292 9.351 -8.113 0.097
C -5.081 -8.172 9.297 -0.170
C -4.502 -7.591 10.585 -0.171
C -3.573 -6.512 10.043 -0.201
O -4.163 -6.046 8.828 -0.163
C -5.215 -6.927 8.431 -0.205
H -6.028 -8.692 9.436 0.110
H -4.371 -8.869 8.848 0.114
H -5.297 -7.139 11.183 0.113
H -3.984 -8.321 11.204 0.110
H -2.582 -6.920 9.816 0.119
H -3.453 -5.671 10.726 0.117
H -6.174 -6.425 8.603 0.119
H -5.122 -7.137 7.365 0.117
```

For the frontier orbital gap, the calculation gives 7.65 eV. Its net charge is -1. The electronic energy comes out at -108170.7856 eV. The value obtained for the HOMO energy is -5.801 eV. The lowest unoccupied orbital energy comes out at 1.85 eV. As for the largest force on an atom: 0.0238 Eh/bohr.

---

> Which of these has the lowest lowest unoccupied orbital energy?

C4H11N3